Entry 1:
{
  "formula": "C19H22N2O4S",
  "method": "ωB97M-V/def2-TZVPD",
  "elements": ["C", "C", "N", "C", "O", "C", "C", "C", "C", "C", "C", "O", "C", "O", "C", "C", "C", "C", "C", "S", "N", "C", "C", "O", "C", "C", "H", "H", "H", "H", "H", "H", "H", "H", "H", "H", "H", "H", "H", "H", "H", "H", "H", "H", "H", "H", "H", "H"],
  "positions_angstrom": [[-1.2739, -0.6669, -3.1849], [-1.0175, 0.2538, -1.9925], [0.2752, -0.0426, -1.4267], [1.3084, 0.8280, -1.4159], [1.2303, 1.9541, -1.8701], [2.5544, 0.3184, -0.7640], [2.9146, -1.0230, -0.7717], [4.0909, -1.4652, -0.1720], [4.8809, -0.5194, 0.4357], [4.5301, 0.8339, 0.4374], [3.3797, 1.2769, -0.1606], [5.4906, 1.5481, 1.0998], [6.4636, 0.6101, 1.5042], [6.0667, -0.6823, 1.0938], [-2.1391, 0.0745, -0.9274], [-2.2663, 1.2888, -0.0575], [-1.3067, 2.0687, 0.5113], [-1.8340, 3.1444, 1.2618], [-3.1888, 3.1771, 1.2535], [-3.8526, 1.8951, 0.3229], [-1.9168, -1.1969, -0.2354], [-1.2856, -1.1728, 1.0744], [-2.2846, -0.9948, 2.2286], [-3.3226, -1.9487, 2.1711], [-3.9997, -1.8766, 0.9342], [-3.0285, -2.1316, -0.2238], [-0.4567, -0.5845, -3.8971], [-1.3465, -1.6976, -2.8454], [-2.1980, -0.3932, -3.6863], [-0.9840, 1.2971, -2.3214], [0.3649, -0.9550, -1.0110], [2.2975, -1.7491, -1.2788], [4.3767, -2.5034, -0.1845], [3.1057, 2.3183, -0.1838], [6.5662, 0.6325, 2.6007], [7.4330, 0.8606, 1.0440], [-3.0796, -0.0164, -1.4817], [-0.2518, 1.9089, 0.3869], [-1.2232, 3.8617, 1.7796], [-3.8477, 3.8731, 1.7329], [-0.5407, -0.3793, 1.1152], [-0.7827, -2.1392, 1.2032], [-1.7852, -1.1476, 3.1871], [-2.7115, 0.0184, 2.2068], [-4.7758, -2.6429, 0.9673], [-4.4704, -0.8877, 0.8199], [-3.5555, -2.0907, -1.1775], [-2.6033, -3.1347, -0.1019]],
  "forces_ev_per_a": [[0.1, 0.3, 0.2], [-0.4, 0.1, -0.4], [-0.2, -0.2, 0.1], [0.0, -0.3, 0.0], [0.1, 0.3, 0.0], [0.2, -0.1, 0.0], [-0.2, 0.2, 0.0], [0.4, 0.1, 0.2], [-0.3, 0.5, -0.1], [-0.1, -0.6, -0.1], [0.2, 0.0, 0.1], [-0.4, 0.2, -0.2], [1.1, 0.3, 0.6], [-0.3, -0.4, -0.2], [0.4, 0.1, -0.3], [-0.5, 0.2, 0.1], [-0.1, -0.2, -0.2], [-0.1, 0.1, 0.1], [-0.3, -0.2, -0.1], [0.7, 0.1, 0.0], [-0.1, -0.1, -0.1], [-0.1, 0.0, 0.4], [0.3, 0.3, -0.1], [0.0, -0.2, 0.0], [0.0, -0.1, -0.3], [-0.2, -0.1, 0.3], [0.1, 0.0, -0.1], [0.0, -0.2, 0.0], [-0.1, 0.0, -0.1], [0.0, -0.2, 0.1], [0.1, 0.0, 0.1], [-0.1, -0.1, -0.1], [0.0, -0.1, 0.0], [0.0, 0.1, 0.0], [-0.1, 0.0, -0.3], [-0.3, -0.1, 0.0], [0.1, 0.0, 0.0], [0.2, -0.1, -0.1], [0.1, 0.2, 0.1], [-0.1, 0.2, 0.1], [0.0, -0.1, 0.0], [0.1, 0.1, 0.1], [0.0, 0.1, 0.0], [0.1, -0.1, 0.0], [0.0, 0.1, -0.1], [0.0, -0.1, 0.0], [0.0, 0.0, 0.0], [-0.1, 0.0, 0.0]],
  "mulliken_charge": [-1.7894, -0.2806, 0.0379, 0.4381, -0.6734, 0.0393, -0.2992, -1.2402, 1.0656, 0.8240, -1.0791, -0.4887, -0.2482, -0.4783, -0.2550, -0.2475, -0.2439, -0.7445, -0.5168, -0.1103, -0.0614, -0.5607, -0.4750, -0.4536, -0.3851, -0.9242, 0.4570, 0.3432, 0.4036, 0.5225, 0.2782, 0.5394, 0.4350, 0.5167, 0.2483, 0.2463, 1.0259, 0.3936, 0.4396, 0.4945, 0.2704, 0.4403, 0.4212, 0.1827, 0.3997, 0.1784, 0.5143, 0.3991],
  "e_above_lowest_kj_mol": 219.4,
  "orbital_gap_ev": 8.9,
  "total_charge": 0,
  "homo_ev": -8.257
}

---

Entry 2:
{
  "formula": "C19H22N2O4S2",
  "method": "ωB97M-V/def2-TZVPD",
  "elements": ["O", "C", "C", "S", "C", "C", "C", "C", "C", "C", "N", "C", "C", "C", "C", "S", "O", "O", "N", "C", "C", "C", "C", "C", "O", "C", "C", "H", "H", "H", "H", "H", "H", "H", "H", "H", "H", "H", "H", "H", "H", "H", "H", "H", "H", "H", "H", "H", "H"],
  "positions_angstrom": [[-2.4348, 3.1416, 0.0897], [-2.2441, 2.8506, 1.2481], [-2.9422, 3.6219, 2.3656], [-2.0935, 3.6331, 3.9728], [-0.6886, 4.6876, 3.7056], [-0.2584, 5.0889, 2.4509], [0.8523, 5.9097, 2.3459], [1.5350, 6.3219, 3.4763], [1.1040, 5.9103, 4.7277], [-0.0054, 5.0966, 4.8456], [-1.4614, 1.8386, 1.6998], [-0.7017, 0.9236, 0.9739], [-0.6810, 0.9027, -0.4197], [0.0896, -0.0403, -1.0761], [0.8313, -0.9506, -0.3509], [1.7826, -2.2100, -1.1803], [1.8542, -1.8887, -2.5819], [2.9995, -2.4436, -0.4627], [0.7958, -3.5398, -0.9125], [-0.2116, -3.7894, -1.9240], [-0.0547, -5.2010, -2.5270], [-0.7094, -5.3012, -3.9089], [0.4053, -4.8046, -4.8391], [1.6850, -4.9372, -3.9890], [1.3010, -5.5117, -2.7460], [0.8232, -0.9374, 1.0311], [0.0589, 0.0000, 1.6957], [-3.9024, 3.1401, 2.5644], [-3.1334, 4.6455, 2.0426], [-0.7686, 4.7766, 1.5536], [1.1823, 6.2229, 1.3669], [2.3997, 6.9609, 3.3837], [1.6301, 6.2269, 5.6156], [-0.3545, 4.7730, 5.8146], [-1.3887, 1.7609, 2.7110], [-1.2631, 1.6205, -0.9732], [0.1324, -0.0726, -2.1530], [1.3790, -4.3528, -0.7578], [-0.0903, -3.0367, -2.7076], [-1.2067, -3.6832, -1.4782], [-0.4302, -5.9413, -1.8132], [-0.9527, -6.3419, -4.1226], [-1.6167, -4.7053, -3.9760], [0.2480, -3.7652, -5.1219], [0.4637, -5.4020, -5.7466], [2.4241, -5.6085, -4.4306], [2.1463, -3.9578, -3.8193], [1.4254, -1.6569, 1.5612], [0.0455, 0.0253, 2.7758]],
  "forces_ev_per_a": [[0.0, 0.1, -0.3], [-0.1, 0.1, 0.4], [0.3, 0.2, 0.4], [-0.3, 0.1, 0.0], [-0.3, -0.2, -0.1], [0.0, 0.0, 0.0], [0.1, 0.1, 0.0], [0.1, 0.0, 0.0], [0.0, 0.0, 0.0], [-0.1, -0.1, -0.1], [0.1, -0.2, 0.4], [0.1, -0.2, -0.4], [-0.1, 0.1, 0.0], [0.1, -0.1, 0.0], [0.3, -0.3, -0.5], [-0.4, -0.2, 0.3], [-0.2, 0.1, 0.2], [-0.1, -0.1, 0.2], [0.7, 0.6, 0.0], [-0.4, -0.1, -0.3], [-0.4, 0.1, 0.1], [0.1, -0.1, 0.3], [0.1, 0.0, 0.1], [0.3, 0.2, -0.4], [0.0, -0.2, 0.2], [0.0, 0.1, 0.2], [0.0, 0.0, -0.1], [0.0, 0.0, 0.0], [0.0, -0.1, -0.1], [0.0, 0.0, -0.1], [0.0, 0.0, -0.1], [0.1, 0.1, 0.0], [0.0, 0.0, 0.1], [0.0, 0.0, 0.1], [0.0, 0.1, -0.2], [0.0, 0.0, 0.0], [0.0, 0.1, -0.1], [0.3, 0.0, 0.0], [-0.2, -0.1, -0.1], [0.0, 0.0, -0.2], [0.0, 0.1, -0.1], [-0.1, 0.0, 0.0], [-0.1, 0.0, 0.0], [0.0, 0.0, -0.1], [0.0, 0.0, 0.0], [0.0, 0.1, 0.0], [0.0, -0.2, -0.1], [0.0, -0.1, 0.2], [0.0, 0.0, 0.1]],
  "mulliken_charge": [-0.6443, 0.5145, -0.7742, -0.1900, 0.8607, -0.2963, -0.7262, -0.4641, -0.4892, -0.6000, 0.0152, 0.8168, -0.5689, -0.3774, -0.0452, 1.4542, -0.6769, -0.7791, -0.2778, -1.0337, 0.3023, -0.8079, -0.5807, -0.3365, -0.5220, -0.7182, -0.9327, 0.4480, 0.4323, 0.2930, 0.3853, 0.3716, 0.3739, 0.3519, 0.0730, 0.5126, 0.4989, 0.3823, 0.4202, 0.3418, 0.4203, 0.3618, 0.3206, 0.2773, 0.3303, 0.3953, 0.1207, 0.4111, 0.3555],
  "e_above_lowest_kj_mol": 59.0,
  "orbital_gap_ev": 9.2,
  "total_charge": 0,
  "homo_ev": -8.728
}

---

Entry 3:
{
  "formula": "C19H22N2O5S",
  "method": "ωB97M-V/def2-TZVPD",
  "elements": ["C", "O", "C", "C", "C", "N", "S", "O", "O", "C", "C", "C", "C", "C", "C", "C", "C", "C", "C", "O", "N", "C", "C", "C", "O", "C", "C", "H", "H", "H", "H", "H", "H", "H", "H", "H", "H", "H", "H", "H", "H", "H", "H", "H", "H", "H", "H", "H", "H"],
  "positions_angstrom": [[0.6498, -1.5163, 2.8540], [0.4060, -2.8020, 2.3351], [-0.3629, -2.9107, 1.2193], [-0.8707, -1.8236, 0.5165], [-1.6601, -2.0445, -0.6031], [-2.1435, -0.9534, -1.3167], [-2.3342, 0.5868, -0.6813], [-2.7819, 0.5453, 0.6791], [-3.1405, 1.2648, -1.6522], [-0.6740, 1.2386, -0.7302], [0.0235, 1.1856, -1.9206], [1.3088, 1.7016, -2.0043], [1.8504, 2.2690, -0.8617], [1.1360, 2.3223, 0.3451], [-0.1365, 1.8062, 0.4168], [1.9853, 3.0059, 1.3782], [1.3567, 4.3117, 1.8722], [2.3319, 2.0929, 2.5573], [3.2599, 3.3194, 0.5863], [4.2533, 3.8731, 0.9871], [3.0899, 2.8536, -0.6954], [4.0891, 2.9834, -1.7219], [-1.9361, -3.3361, -1.0398], [-1.4115, -4.4193, -0.3429], [-1.6118, -5.7217, -0.6805], [-2.4178, -6.0151, -1.7958], [-0.6265, -4.2038, 0.7840], [1.2201, -0.9015, 2.1496], [1.2380, -1.6709, 3.7575], [-0.2828, -1.0036, 3.1083], [-0.6935, -0.8126, 0.8322], [-2.7929, -1.1516, -2.0606], [-0.4519, 0.7420, -2.7801], [1.8605, 1.6648, -2.9297], [-0.7274, 1.8285, 1.3188], [2.0761, 4.8519, 2.4828], [1.0713, 4.9398, 1.0310], [0.4710, 4.0998, 2.4654], [1.4381, 1.8647, 3.1324], [3.0531, 2.5916, 3.1999], [2.7699, 1.1616, 2.2041], [4.9452, 3.4899, -1.2776], [3.7087, 3.5758, -2.5560], [4.3961, 2.0012, -2.0860], [-2.5544, -3.4708, -1.9126], [-3.4377, -5.6394, -1.6659], [-2.4417, -7.1017, -1.8628], [-1.9935, -5.6063, -2.7186], [-0.2287, -5.0444, 1.3258]],
  "forces_ev_per_a": [[0.1, 0.2, 0.1], [-0.1, -0.3, -0.2], [-0.1, -0.2, -0.2], [0.1, 0.1, 0.2], [0.5, -0.5, 0.6], [-0.3, 0.8, 0.0], [0.0, -0.2, -0.4], [0.4, -0.1, 0.0], [0.1, -0.1, -0.2], [-0.6, -0.3, 0.0], [0.0, 0.0, 0.0], [0.1, 0.1, 0.1], [-0.6, -0.2, 0.2], [0.1, 0.0, -0.3], [0.2, 0.1, 0.1], [-0.1, 0.0, 0.2], [0.2, -0.1, -0.1], [0.1, 0.1, -0.2], [-0.1, 0.0, 0.1], [0.1, 0.1, 0.2], [0.1, 0.0, -0.2], [0.1, 0.0, -0.1], [-0.2, 0.0, -0.3], [0.2, 0.2, 0.3], [0.2, 0.2, 0.2], [-0.1, 0.0, -0.2], [0.0, 0.0, 0.0], [0.0, 0.0, 0.0], [0.0, 0.1, -0.1], [0.0, 0.0, 0.0], [0.1, 0.0, 0.2], [-0.1, 0.2, -0.1], [0.0, -0.1, -0.2], [0.1, 0.0, -0.1], [0.0, 0.0, 0.2], [0.0, 0.1, 0.1], [-0.1, 0.1, 0.0], [-0.1, 0.0, 0.1], [-0.1, 0.0, 0.1], [0.1, 0.0, 0.1], [0.0, -0.1, 0.0], [-0.1, 0.0, -0.1], [0.0, 0.0, 0.0], [0.0, 0.0, 0.0], [-0.1, -0.1, -0.1], [0.0, 0.0, 0.0], [0.0, 0.1, 0.0], [0.0, 0.0, 0.0], [0.1, -0.1, 0.1]],
  "mulliken_charge": [-0.7650, -0.4845, 0.0936, 0.3494, -0.3529, -0.1633, 1.5125, -0.6421, -0.7777, -0.0823, -0.7937, -1.1794, -0.6587, 0.0190, 0.6063, 2.2144, -1.9525, -1.8091, 0.0791, -0.6624, 0.0699, -1.1432, -0.5016, 0.6074, -0.4412, -0.8248, -0.6191, 0.2733, 0.3097, 0.3323, 0.1935, 0.2380, 0.4967, 0.5012, 0.6476, 0.4342, 0.4360, 0.3868, 0.3590, 0.4200, 0.4103, 0.3918, 0.3390, 0.3451, 0.4047, 0.3292, 0.2399, 0.3223, 0.4914],
  "e_above_lowest_kj_mol": 150.5,
  "orbital_gap_ev": 8.8,
  "total_charge": 0,
  "homo_ev": -8.294
}

---

Entry 4:
{
  "formula": "C19H22N4O3S",
  "method": "ωB97M-V/def2-TZVPD",
  "elements": ["C", "C", "N", "C", "C", "O", "C", "C", "C", "C", "C", "C", "C", "N", "N", "C", "S", "C", "C", "O", "N", "C", "C", "C", "C", "C", "O", "H", "H", "H", "H", "H", "H", "H", "H", "H", "H", "H", "H", "H", "H", "H", "H", "H", "H", "H", "H", "H", "H"],
  "positions_angstrom": [[3.9051, 2.7641, -1.9385], [3.2036, 1.4984, -1.4566], [1.8022, 1.7362, -1.2279], [0.7380, 1.5046, -2.0569], [0.8412, 0.8094, -3.3704], [1.4445, -0.4612, -3.2349], [0.8400, -1.3850, -2.4125], [1.6060, -2.5074, -2.1043], [1.0993, -3.4912, -1.2817], [-0.1782, -3.3856, -0.7409], [-0.7086, -4.4428, 0.1796], [-0.9325, -2.2687, -1.0645], [-0.4414, -1.2723, -1.8924], [-0.3683, 1.8785, -1.4814], [-0.0691, 2.3738, -0.2712], [1.2301, 2.2839, -0.1190], [2.1401, 2.7398, 1.2842], [0.7753, 2.9496, 2.4730], [0.2731, 1.5897, 2.9503], [0.6851, 1.0727, 3.9665], [-0.6373, 1.0361, 2.1312], [-1.2255, -0.2576, 2.4007], [-2.7162, -0.1801, 2.4375], [-3.6771, -0.9414, 1.8397], [-4.9219, -0.4028, 2.2484], [-4.6224, 0.6465, 3.0585], [-3.2930, 0.7873, 3.1807], [3.4651, 3.1177, -2.8686], [4.9575, 2.5561, -2.1067], [3.8198, 3.5483, -1.1897], [3.6427, 1.1660, -0.5110], [3.2930, 0.6984, -2.1945], [-0.1597, 0.7433, -3.8114], [1.4957, 1.3597, -4.0537], [2.5967, -2.5882, -2.5240], [1.7063, -4.3545, -1.0508], [-0.2845, -4.3199, 1.1767], [-1.7909, -4.3811, 0.2610], [-0.4388, -5.4344, -0.1775], [-1.9325, -2.1635, -0.6694], [-1.0649, -0.4203, -2.1093], [0.0007, 3.5348, 1.9818], [1.2102, 3.4910, 3.3119], [-0.8957, 1.5172, 1.2735], [-0.8293, -0.5751, 3.3726], [-0.9254, -0.9823, 1.6351], [-3.5217, -1.7837, 1.1978], [-5.8963, -0.7499, 1.9727], [-5.2401, 1.3452, 3.5866]],
  "forces_ev_per_a": [[-0.1, -0.2, 0.1], [0.6, 0.1, -0.2], [-0.8, 0.1, 0.4], [0.0, 0.0, 0.0], [-0.1, 0.2, 0.0], [0.1, -0.3, -0.1], [0.0, -0.2, 0.1], [0.0, 0.2, -0.1], [-0.1, 0.1, 0.0], [-0.1, 0.0, 0.0], [0.1, 0.0, 0.0], [0.1, -0.2, 0.0], [0.1, 0.2, -0.3], [-0.3, -0.3, -1.0], [0.4, 0.5, 0.6], [-0.1, 0.0, -0.1], [0.3, 0.1, 0.3], [0.1, -0.2, -0.2], [-0.1, 0.3, -0.2], [0.2, -0.1, 0.4], [-0.4, -0.2, -0.2], [0.0, 0.1, 0.4], [0.0, -0.7, -0.6], [0.6, 0.3, 0.2], [-0.1, 0.5, 0.4], [-0.8, -0.4, -0.3], [0.5, 0.2, 0.2], [0.0, 0.0, -0.1], [0.1, 0.0, 0.0], [0.0, 0.1, 0.0], [-0.1, -0.1, -0.1], [0.0, 0.0, 0.2], [0.1, 0.1, 0.1], [-0.1, -0.1, 0.0], [0.1, 0.0, 0.0], [0.1, -0.1, 0.0], [0.0, -0.1, 0.1], [-0.1, 0.0, 0.0], [0.0, -0.1, 0.0], [-0.1, 0.0, 0.0], [0.0, 0.1, 0.0], [0.0, 0.1, 0.1], [-0.1, -0.1, -0.1], [0.1, 0.0, 0.2], [0.0, 0.0, -0.2], [-0.1, 0.0, 0.1], [0.1, -0.2, -0.2], [-0.2, 0.0, 0.0], [0.0, 0.1, 0.1]],
  "mulliken_charge": [-1.0662, -0.7212, 0.3945, 0.6228, -0.8553, -0.5299, 0.7059, -0.6623, -0.4512, 0.6884, -1.6525, -0.5544, -0.4193, -0.7672, -0.5432, 0.5712, -0.1520, -0.7825, 0.6553, -0.6755, -0.0406, -0.4735, 0.2609, -0.2989, -0.4901, -0.5361, -0.3164, 0.3004, 0.3995, 0.3158, 0.4530, 0.2988, 0.3573, 0.4040, 0.4290, 0.4000, 0.3023, 0.3547, 0.4829, 0.3237, 0.4292, 0.3421, 0.4248, 0.2982, 0.3437, 0.0652, 0.4847, 0.4303, 0.4495],
  "e_above_lowest_kj_mol": 200.5,
  "orbital_gap_ev": 9.0,
  "total_charge": 0,
  "homo_ev": -8.423
}